{
  "formula": "C6H13NO",
  "method": "ωB97M-V with the def2-TZVPD basis set",
  "symbols": ["C", "C", "C", "O", "H", "H", "H", "H", "H", "H", "C", "C", "N", "C", "H", "H", "H", "H", "H", "H", "H"],
  "coordinates": [[-3.03735, 0.06368, -1.66499], [-2.14400, 0.46917, -0.77260], [-0.80501, 1.00480, -1.17404], [-0.65387, 2.29659, -0.58873], [-3.99549, -0.34129, -1.37773], [-2.81586, 0.12598, -2.72318], [-2.33850, 0.44542, 0.29397], [-0.01103, 0.34409, -0.81190], [-0.74738, 1.06264, -2.26470], [0.25001, 2.59054, -0.76019], [2.55440, 0.90098, 0.82837], [1.67525, 0.04452, 1.35374], [1.77521, -1.34233, 1.31208], [0.52879, -2.07755, 1.13722], [3.42033, 0.55502, 0.27854], [2.42582, 1.96272, 0.97777], [0.82040, 0.39042, 1.92576], [2.50240, -1.66380, 0.68131], [0.71830, -3.14673, 1.20268], [-0.14770, -1.82887, 1.95540], [0.02528, -1.85601, 0.19119]],
  "mulliken_charge": [-0.77, -0.08, -0.05, -0.55, 0.27, 0.23, 0.29, 0.08, 0.28, 0.30, -0.86, 0.04, -0.33, -0.79, 0.21, 0.31, 0.32, 0.24, 0.32, 0.29, 0.25],
  "mol_weight_g_mol": 115.18,
  "total_charge": 0,
  "e_tot_ev": -9968.532,
  "lumo_energy_ev": 0.979,
  "smiles": "C=CCO.C=CNC",
  "orbital_gap_ha": 0.3410
}